The following is a quantum chemistry calculation of a structure of composition C25H45N2OP3PdSe at a distorted geometry, from OMol25.

Structure (XYZ):
```
78
Properties=species:S:1:pos:R:3:forces:R:3
Pd -1.665 -1.246 -0.320 -0.5448 1.5296 0.8865
Se 2.778 0.229 1.812 0.3767 0.6461 -0.2038
P -2.559 -0.711 -2.308 0.0134 -0.0724 -1.7583
P -1.598 1.293 0.370 -0.6279 0.3253 0.1783
P -0.887 -2.066 1.595 0.4865 -0.2615 0.6254
O 0.135 -2.693 -2.165 -0.1757 -2.0871 0.3209
N 3.371 2.721 3.099 -0.5946 0.6089 -0.0936
N 3.208 2.973 0.949 -0.2697 0.3322 0.1218
C 0.771 -5.057 -1.729 0.3786 -1.9993 -0.2280
C 1.336 1.294 -1.667 -0.3923 0.2058 0.1663
C 0.381 -3.989 -2.569 0.2925 1.8994 1.0452
C 3.156 2.013 1.942 0.4347 1.6171 0.0376
C 3.321 6.443 3.185 0.1548 -1.1581 0.7845
C 1.617 0.030 -1.958 -0.6038 -0.6791 0.5598
C 0.403 -3.291 1.549 0.1769 -0.1190 0.1744
C -2.004 2.629 -0.817 0.1280 -0.0517 -0.0392
C 0.815 -6.498 -3.711 -0.1999 -0.4868 -0.7289
C 3.229 2.183 4.433 0.1515 -0.2571 0.6999
C 3.412 5.160 3.741 0.1657 1.0771 0.4320
C -4.210 -0.300 -1.693 0.0005 0.1239 0.1093
C -2.768 -2.308 -3.156 0.3252 -0.1480 0.1314
C -0.640 -1.044 3.056 0.0972 0.0606 -0.0500
C -1.965 0.454 -3.551 -0.0415 0.1793 -0.0441
C -3.150 1.163 1.339 0.1849 0.0549 -0.1396
C -2.533 -2.879 1.618 0.0819 0.6759 -0.7222
C 3.197 5.531 0.917 0.1391 0.5563 -0.3195
C -0.498 2.200 1.543 0.3697 -0.3173 0.0372
C 0.973 -6.317 -2.317 -0.0319 1.0036 1.2966
C 0.503 -5.406 -4.542 -0.2954 1.7418 -0.2066
C 3.209 6.625 1.786 0.0345 -0.5799 -0.7336
C 3.422 4.095 2.856 -0.2085 -1.6310 0.6367
C 3.314 4.265 1.485 -0.2694 -0.9801 -1.1970
C 0.347 -4.145 -3.966 0.1246 -1.2785 -1.4815
H 3.349 1.099 4.390 0.0563 0.2625 0.1378
H -1.135 2.824 -1.461 -0.3384 -0.0406 0.0880
H -3.356 -2.150 -4.070 -0.0387 -0.1023 0.1973
H 3.476 4.962 4.814 -0.0053 0.3992 -0.3531
H -2.558 -3.563 2.465 -0.2260 -0.1628 0.1202
H 0.949 -7.490 -4.172 -0.0046 0.4664 0.3733
H 1.369 -2.781 1.631 -0.0793 -0.2070 0.0865
H 2.242 2.432 4.848 0.2198 -0.0332 -0.1671
H 3.077 2.762 -0.033 0.2465 0.0136 0.1436
H 3.999 2.625 5.072 -0.1092 -0.2250 -0.0841
H 3.127 7.646 1.405 0.0327 -0.4203 -0.0096
H -0.332 -2.565 -1.260 1.0809 -0.4464 -1.0773
H -3.389 2.150 1.752 -0.1471 -0.2582 -0.0050
H -3.019 0.438 2.154 -0.2778 0.2842 -0.2201
H 3.117 5.628 -0.168 0.0154 0.2143 0.3759
H 0.766 1.970 -2.320 0.4754 -0.3906 0.0879
H 2.089 -0.631 -1.210 0.0095 0.5500 -0.4903
H -1.122 2.788 2.239 0.1962 -0.2927 -0.2782
H 0.386 -5.505 -5.633 0.1985 -0.1260 0.6693
H -2.224 3.546 -0.250 -0.0076 -0.2652 -0.1307
H 0.128 1.484 2.102 -0.2481 0.4760 -0.1311
H -1.780 -2.718 -3.423 -0.6427 0.2565 0.0393
H 1.018 -4.946 -0.674 -0.2828 0.0635 -0.4140
H -3.947 0.833 0.660 0.0944 0.1280 0.4584
H 1.278 -7.191 -1.722 -0.1238 0.6113 -0.1468
H 0.194 -3.252 -4.560 -0.1112 -0.1629 -0.1061
H -4.398 -0.845 -0.757 -0.1513 0.0927 -0.3401
H 3.339 7.314 3.832 -0.0494 -0.1528 -0.0571
H -0.680 -1.729 3.917 0.1010 0.2976 -0.0354
H -4.906 -0.645 -2.459 -0.2319 0.0689 0.0163
H -2.369 0.104 -4.514 0.1766 0.2537 0.1862
H 0.372 -3.838 0.603 -0.1169 0.1015 0.4146
H -0.865 0.470 -3.587 -0.3927 -0.1099 -0.0020
H 0.245 -3.971 2.395 0.2903 -0.0627 -0.1012
H 1.230 -0.503 -2.836 0.4817 0.5754 0.0822
H -2.327 1.471 -3.350 0.1004 -0.3266 -0.1190
H -2.660 -3.401 0.650 -0.0730 -0.1715 0.6739
H -3.278 -2.999 -2.466 0.0616 0.1307 -0.3943
H 0.352 -0.561 2.984 -0.3872 -0.3378 0.1947
H -2.881 2.371 -1.424 0.3074 0.1809 0.1697
H -1.409 -0.267 3.155 0.2243 -0.3686 0.0250
H 0.157 2.898 0.998 -0.2165 -0.3408 0.1148
H 1.589 1.705 -0.678 -0.0148 -0.2653 -0.5278
H -3.304 -2.091 1.678 0.1058 -0.5042 0.3366
H -4.330 0.772 -1.520 -0.0595 -0.1844 -0.0989
```
Positions in Å, forces in eV/Å.

- total charge = +4
- HOMO-LUMO gap (spin up / spin down) (eV) = 8.52 / 4.19
- multiplicity = 5
- relative energy (zero: lowest compared OMol25 entry of this formula, charge and spin) (eV) = 3.621